A cluster of 14 separate species, C58H128BN6O21 in total at a distorted geometry. Source: the Open Molecules 2025 dataset; level of theory: the ωB97M-V functional and the def2-TZVPD basis.

CARTESIAN COORDINATES (ANGSTROEM)
O: 8.19159 -16.92325 -12.27050
O: 5.41658 -20.41586 -12.66179
O: 4.79610 -14.33048 -13.99409
O: 8.31068 -19.73604 -7.63473
O: 5.18466 -19.13927 -7.21605
O: 6.47498 -14.02362 -11.83881
O: 5.60046 -22.35130 -7.66794
O: 7.11184 -18.33224 -10.41226
O: 9.17254 -15.00396 -12.74028
O: 10.18358 -17.99157 -18.19922
O: 7.22591 -14.07992 -5.53060
O: 6.80157 -22.52270 -13.16370
O: 9.05881 -21.98472 -11.61633
O: 6.45536 -20.42782 -9.78380
O: 12.18186 -9.11342 -14.23023
O: 2.39406 -15.08443 -15.25836
O: 11.08169 -17.14400 -12.31779
O: 6.16087 -16.25843 -11.47605
O: 6.29732 -18.32387 -12.58337
O: 6.27270 -9.47185 -10.82215
O: 11.59155 -14.40490 -11.03437
N: 4.94904 -8.99299 -10.71883
N: 2.66448 -16.35833 -14.81071
N: 3.80646 -18.91326 -6.99539
N: 11.34497 -9.95062 -13.58789
N: 9.93066 -18.90341 -17.21036
N: 8.24668 -13.60428 -6.31818
C: 4.61651 -7.96209 -11.65237
C: 0.37484 -16.66076 -13.86964
C: 10.69567 -10.87564 -14.55549
C: 9.30995 -19.89894 -14.50000
C: 5.99699 -19.47143 -12.08138
C: 2.94085 -17.38391 -15.85786
C: 3.80372 -17.34551 -8.80322
C: 3.92720 -9.93132 -10.22389
C: 7.58408 -19.24535 -17.99384
C: 3.10099 -18.58244 -8.21170
C: 3.70431 -11.19251 -11.18415
C: 11.58252 -8.65295 -11.44115
C: 2.52601 -19.19093 -14.05714
C: 0.86018 -18.89548 -6.97515
C: 8.15208 -13.88799 -7.71012
C: 9.85471 -11.78600 -13.63941
C: 9.73901 -10.15783 -11.75646
C: 11.74740 -11.82305 -15.09437
C: 2.11125 -8.45569 -11.13687
C: 11.00162 -19.00094 -16.17570
C: 2.99428 -19.78989 -9.11107
C: 9.77001 -11.63453 -6.69986
C: 9.80384 -8.06278 -13.03253
C: 6.79702 -13.46359 -8.37956
C: 1.85920 -16.70911 -13.62656
C: 1.73887 -17.70518 -16.70575
C: 9.13689 -12.29821 -4.37647
C: 3.09405 -19.69122 -5.90282
C: 1.70621 -17.99205 -7.87288
C: 3.49501 -18.66643 -15.13263
C: 3.80185 -19.53823 -4.54459
C: 10.62893 -9.20982 -12.50508
C: 6.52930 -19.49884 -10.58435
C: 9.28074 -13.14650 -8.54372
C: 8.18108 -19.89072 -15.63276
C: 6.80552 -15.20454 -11.87520
C: 11.40724 -17.66933 -15.48972
C: 9.93339 -10.26783 -15.68823
C: 8.60228 -12.24870 -5.84420
C: 8.18126 -15.65151 -12.36907
C: 8.29700 -15.42924 -7.99282
C: 12.31607 -19.60864 -16.76253
C: 8.80999 -11.02342 -12.70730
C: 7.41258 -11.25237 -5.88892
C: 4.41975 -10.44837 -8.79555
C: 10.63062 -20.08268 -15.13405
C: 2.94591 -21.24397 -6.21488
C: 2.28719 -18.12619 -13.00568
C: 2.13718 -15.63378 -12.50904
C: 1.71093 -19.10754 -5.67993
C: 4.61072 -8.48165 -13.06166
C: 8.15415 -17.49297 -16.30290
C: 3.25789 -7.39026 -11.29590
C: 4.15865 -16.94393 -16.84670
C: 2.56453 -9.33012 -10.02205
C: 9.45414 -11.69349 -8.22141
C: 8.54621 -18.88044 -16.79667
C: 5.64598 -6.81126 -11.53200
B: 6.97740 -17.48172 -11.60292
H: 11.83112 -16.97612 -16.21627
H: 10.48969 -12.35232 -12.95811
H: 7.64708 -15.94468 -7.28570
H: 3.27022 -10.74976 -12.08060
H: 4.69639 -17.70920 -17.40643
H: 9.93490 -21.62327 -11.75075
H: 9.39587 -11.08134 -16.17544
H: 8.29249 -11.82699 -12.18331
H: 7.12152 -10.87105 -4.91016
H: 12.34012 -17.71390 -14.92771
H: 4.68531 -15.22293 -13.66623
H: 3.77672 -9.16120 -13.23705
H: 8.00361 -20.89667 -16.01309
H: 2.88377 -20.09428 -13.56311
H: 10.65303 -12.20169 -6.40542
H: 1.81303 -10.11942 -10.04087
H: 6.55018 -19.39367 -17.68216
H: 10.22410 -10.86832 -11.08714
H: 10.09764 -17.17556 -17.70087
H: 1.79845 -18.60438 -17.31892
H: 8.07331 -20.07884 -6.77311
H: 1.76538 -14.68509 -12.89615
H: 7.57285 -19.97021 -8.19776
H: 9.05668 -13.12801 -9.61028
H: 3.81933 -16.12634 -17.48271
H: 10.43206 -7.37348 -13.59672
H: 1.59414 -16.94321 -17.47162
H: 6.55377 -13.40091 -5.62430
H: 4.71000 -9.64901 -8.11373
H: 8.33995 -12.60901 -3.70091
H: 12.40272 -12.33487 -14.38960
H: 11.26608 -12.39202 -15.88980
H: 5.27393 -11.07919 -9.04162
H: 0.54331 -19.84064 -7.41601
H: 0.04550 -15.75980 -14.38724
H: 2.56777 -21.47628 -7.21044
H: 3.69403 -11.06986 -8.27099
H: 3.05512 -14.56200 -14.79828
H: 9.89198 -10.57061 -6.49665
H: 11.18670 -8.40943 -10.45518
H: 2.36824 -9.02666 -8.99371
H: 3.20507 -15.52014 -12.32251
H: 9.47397 -18.96541 -13.96175
H: 1.49359 -18.47079 -12.34270
H: 7.20270 -19.66809 -15.20696
H: 0.80967 -17.70463 -16.13594
H: 2.95481 -11.84649 -10.73843
H: 3.75025 -20.54820 -8.90717
H: 6.59478 -7.13024 -11.96344
H: 3.87762 -21.77513 -6.02029
H: 10.23584 -17.49279 -12.59909
H: 9.03372 -9.62373 -11.11975
H: 3.60378 -19.42915 -15.90368
H: 12.98634 -20.25217 -16.19269
H: 5.45545 -23.10126 -7.09108
H: 3.42452 -19.64631 -10.10223
H: 1.61893 -19.46098 -14.59787
H: 2.10096 -9.03331 -12.06119
H: 4.62597 -17.54911 -9.48920
H: 12.15046 -20.32296 -17.56902
H: 1.04951 -17.80605 -8.72273
H: 4.88150 -16.42077 -16.22069
H: 7.65003 -22.33378 -12.76289
H: 2.00668 -20.24590 -9.18039
H: 6.49664 -14.19690 -9.12798
H: 3.21515 -6.89375 -10.32650
H: 4.87422 -19.72163 -4.61158
H: 4.41209 -18.43851 -14.58938
H: 10.70403 -21.01829 -15.68845
H: 10.86398 -14.16873 -11.60978
H: 9.70544 -11.43773 -4.02374
H: 10.31667 -11.40952 -8.82432
H: 9.06558 -20.64087 -13.73978
H: 6.22198 -10.11580 -11.53233
H: 2.28218 -21.80182 -5.55431
H: 10.20417 -13.72180 -8.47729
H: 8.64324 -11.06688 -8.59276
H: 9.30910 -12.43324 -14.32606
H: 7.61188 -10.39200 -6.52778
H: 12.30297 -13.81972 -11.29453
H: 9.38850 -7.39844 -12.27474
H: 1.92563 -17.09956 -7.28686
H: 3.21519 -18.00649 -12.44659
H: 9.75054 -13.19591 -4.30113
H: 12.45644 -11.27684 -15.71648
H: 8.55208 -21.25759 -11.25476
H: 10.95865 -16.19479 -12.30812
H: 8.04961 -15.66697 -9.02741
H: 7.06908 -17.39675 -16.26469
H: 5.27079 -19.94138 -7.73644
H: 5.33348 -5.93166 -12.09480
H: 6.62091 -11.76252 -6.43765
H: 4.03650 -16.58800 -8.05483
H: 10.47152 -9.66615 -16.42069
H: 1.69966 -15.82945 -11.53007
H: -0.04213 -17.62491 -14.16058
H: 6.01422 -13.35065 -7.62951
H: 5.29774 -13.88462 -13.31159
H: 12.96392 -18.80023 -17.10145
H: 5.75901 -6.47912 -10.50001
H: 8.01261 -10.46565 -13.19839
H: 6.99401 -12.49017 -8.82874
H: 12.32202 -9.45372 -11.44281
H: 3.67873 -18.53138 -4.14559
H: 10.62631 -17.20633 -14.88649
H: 9.05028 -9.68821 -15.41941
H: 11.52686 -8.78330 -14.84957
H: 6.27939 -21.73699 -13.00178
H: 1.81693 -18.28377 -4.97405
H: 1.16003 -19.80088 -5.04440
H: 5.59883 -8.76371 -13.42521
H: -0.09463 -16.52576 -12.89522
H: 7.98939 -20.14997 -18.44715
H: 2.88102 -6.72441 -12.07225
H: 8.38164 -16.63267 -16.93237
H: 3.49446 -20.20248 -3.73689
H: 4.62930 -11.73858 -11.36937
H: 4.27132 -7.64097 -13.66677
H: 1.14607 -8.02221 -10.87491
H: 12.12185 -7.75960 -11.75603
H: -0.08152 -18.47004 -6.62829
H: 7.63088 -18.39761 -18.67739
H: 8.41422 -17.26245 -15.26978
H: 9.03820 -8.27929 -13.77752
H: 11.22716 -20.10093 -14.22197
H: 3.17232 -16.79995 -9.50450
H: 9.21531 -16.01643 -7.98925
H: 5.33980 -22.66162 -8.53511

Cartesian forces (eV/Å) of the 2 atoms listed first:
0.306 -2.921 0.794
1.168 3.466 1.841

Results
- E: -114833.620 eV
- ΔE to the lowest compared entry with this formula, charge and spin: 57.5 kcal per mole
- F_max: 4.09 eV/Å
- M: 1256.5 g/mol
- 2S+1: 1
- Net charge: -1